A molecular structure, C17H36FN2O12S6. Source: the OMol25 dataset; level of theory: ωB97M-V/def2-TZVPD.

```
! wB97M-V def2-TZVPD RIJCOSX def2/J DEFGRID3
* xyz -1 1
N 8.04831 1.01155 -1.70579
C 6.77912 1.17719 -0.99750
S 5.92619 2.65436 -1.62299
O 6.48082 2.94726 -2.91847
O 6.06732 3.65217 -0.58636
N 4.35641 2.33890 -1.82694
S 3.59364 1.15818 -1.20606
O 3.95668 -0.15737 -1.65713
O 2.18336 1.42606 -1.17338
F 4.02748 1.17211 0.34289
H 7.86164 0.60036 -2.61298
H 8.57691 0.31093 -1.19703
H 6.12556 0.31067 -1.06929
H 6.98053 1.38183 0.05102
C -1.16411 -1.58906 0.45053
C -0.34641 -1.73224 -0.83876
C 1.05734 -2.19059 -0.44141
S 0.86331 -3.12226 1.08263
O 1.51910 -2.42777 2.16542
O 1.14235 -4.52164 0.86114
C -0.90574 -2.86544 1.24224
H -2.22695 -1.45885 0.24786
H -0.81879 -0.72160 1.01851
H -0.82097 -2.46777 -1.49135
H -0.28541 -0.79391 -1.38702
H 1.52424 -2.83063 -1.18465
H 1.69197 -1.32932 -0.23695
H -1.15012 -2.79566 2.29957
H -1.40772 -3.72318 0.80013
C -6.93297 -4.12935 2.45326
C -6.64162 -3.01241 3.46583
C -5.22615 -2.49664 3.18264
S -4.93534 -2.77816 1.42795
O -3.87736 -3.74498 1.28581
O -4.87206 -1.52131 0.72754
C -6.49877 -3.58772 1.09572
H -7.98532 -4.40950 2.44970
H -6.34924 -5.01842 2.70014
H -7.36307 -2.20371 3.33478
H -6.72732 -3.36559 4.49221
H -5.10641 -1.43403 3.37706
H -4.46644 -3.05896 3.72192
H -6.33651 -4.34979 0.33732
H -7.18473 -2.82663 0.72464
C -2.90051 0.99098 -4.34006
C -3.82533 -0.07133 -4.95226
C -2.93876 -1.06896 -5.70666
S -1.33972 -1.04501 -4.87027
O -0.35922 -0.52167 -5.78326
O -1.12976 -2.30493 -4.20483
C -1.76125 0.22425 -3.67934
H -3.42395 1.61649 -3.61855
H -2.50447 1.64029 -5.12357
H -4.36432 -0.58572 -4.15405
H -4.56627 0.37160 -5.61696
H -3.31798 -2.08717 -5.68062
H -2.76094 -0.76423 -6.73604
H -0.87091 0.81781 -3.48029
H -2.08962 -0.27885 -2.77029
C 2.79235 3.43837 2.53011
C 2.14667 3.93810 3.82886
C 3.24366 4.61780 4.65255
S 4.45116 5.23720 3.46178
O 5.69352 4.54327 3.68579
O 4.42374 6.68055 3.45851
C 3.64665 4.58680 2.00038
H 2.05062 3.12637 1.79698
H 3.42999 2.57711 2.73766
H 1.36451 4.66287 3.59083
H 1.68269 3.12605 4.38790
H 2.88427 5.46037 5.23823
H 3.77012 3.91625 5.29668
H 4.40641 4.28896 1.27614
H 3.03388 5.38935 1.59023
*
```

Summary:
E_tot   -113492.6754 eV

Atom charges from the Mulliken analysis, given in e for atoms 1 to 6:
1 N -0.633
2 C -0.476
3 S 1.178
4 O -0.706
5 O -0.659
6 N -0.442


2 unconnected molecules or ions with the total composition C2HClF3O3S at a distorted geometry. Source: the OMol25 dataset; level of theory: ωB97M-V/def2-TZVPD.

```
! wB97M-V def2-TZVPD RIJCOSX def2/J DEFGRID3
* xyz -1 1
C -0.73531 0.25442 -0.38117
C -0.33216 -0.91434 -1.19678
O 1.60293 -2.85072 -1.31942
O -0.17242 -2.73183 0.32767
O 1.64400 -1.04430 0.31556
F -1.39728 1.21014 -1.16515
F -1.59881 -0.00982 0.63512
F -1.18716 -1.51219 -2.01030
S 0.87739 -1.99643 -0.45039
Cl 1.13378 0.57200 -2.52845
H 0.35626 0.65976 -0.10884
*
```

Summary:
E_tot   -39743.0078 eV
Energy above the lowest of the compared OMol25 structures with the same formula, charge and spin   1.135 eV

Atom charges from the natural (NBO) analysis, given in e for atoms 1 to 6:
1 C 0.403
2 C 0.324
3 O -0.944
4 O -0.966
5 O -0.985
6 F -0.353


3 unconnected molecules or ions with the total composition C3H10NO4 at a distorted geometry. Source: the OMol25 dataset; level of theory: ωB97M-V/def2-TZVPD.

```
! wB97M-V def2-TZVPD RIJCOSX def2/J DEFGRID3
* xyz -1 1
O 1.30081 0.98201 -0.48894
C 1.05414 0.72982 0.70734
O 0.16410 1.31293 1.38508
C 1.83121 -0.42983 1.38369
C 1.21448 -1.75972 0.89133
N 1.74621 -0.33239 2.80568
H 2.81042 -0.25471 0.93139
H 0.43501 -1.63937 0.13448
H 1.88661 -2.47794 0.41787
H 0.68002 -2.17355 1.74781
H 1.58055 -1.15974 3.34400
H 1.43786 0.54810 3.18290
H -0.53941 2.19226 -0.27002
H -1.16743 2.65320 -1.63098
O -1.37236 2.44645 -0.71815
H -4.12286 -0.01530 -3.87359
H -4.28471 -0.20783 -5.38841
O -4.65467 -0.41440 -4.56147
*
```

Summary:
E_tot   -12954.8871 eV
Energy above the lowest of the compared OMol25 structures with the same formula, charge and spin   1.426 eV

Atom charges from the natural (NBO) analysis, given in e for atoms 1 to 6:
1 O -0.796
2 C 0.751
3 O -0.798
4 C -0.164
5 C -0.610
6 N -0.879


2 unconnected molecules or ions with the total composition C5H11B3BrO6 at a distorted geometry. Source: the OMol25 dataset; level of theory: ωB97M-V/def2-TZVPD.

```
! wB97M-V def2-TZVPD RIJCOSX def2/J DEFGRID3
* xyz -1 1
O 0.62312 -0.57791 2.26853
C -0.27704 0.37198 2.00281
O -1.72478 -0.02063 2.03718
C 0.03180 1.94634 1.66833
C 0.28874 2.28911 0.08754
C -0.75500 1.58642 -0.96108
B 0.19667 0.87959 -2.14698
O 0.08008 -0.52523 -2.58451
B 1.42301 -1.16492 -2.37115
O 2.71468 -0.49838 -2.74203
B 2.57965 0.97121 -2.71880
Br 4.32880 2.02087 -2.57434
O 1.27780 1.70889 -2.78534
H -1.86745 -0.84218 1.46635
H 1.04679 2.21319 2.23610
H -0.77650 2.68870 2.13152
H 0.14179 3.46659 -0.03222
H 1.43443 2.10071 -0.17313
H -1.49877 2.35183 -1.48605
H -1.42500 0.73943 -0.51170
H 1.55256 -2.23474 -1.84759
C -1.89851 -3.87939 1.77770
O -2.56976 -3.37017 0.75565
H -1.43225 -3.16851 2.48082
H -2.45660 -4.52336 2.47846
H -1.03824 -4.52944 1.54393
*
```

Summary:
E_tot   -89723.4996 eV

Atom charges from the natural (NBO) analysis, given in e for atoms 1 to 6:
1 O -0.566
2 C 0.773
3 O -0.758
4 C -0.513
5 C -0.392
6 C -0.813


6 unconnected molecules or ions with the total composition C30H31F13N8O2S at a distorted geometry. Source: the OMol25 dataset; level of theory: ωB97M-V/def2-TZVPD.

```
! wB97M-V def2-TZVPD RIJCOSX def2/J DEFGRID3
* xyz 0 1
N -6.45200 -0.12540 3.76309
C -5.81752 -0.65373 2.97749
C -5.01094 -1.29806 1.93365
C -3.62622 -0.60400 1.86730
C -2.82614 -0.89581 3.14148
C -1.30802 -0.85320 3.03439
F -0.88529 -1.20272 1.78957
F -0.80425 -1.79499 3.88756
C -0.60760 0.46971 3.47796
F -1.28928 0.89543 4.56978
F 0.65918 0.24678 3.84888
C -0.61867 1.69030 2.49745
F -0.16613 2.73316 3.22003
F -1.89810 1.94382 2.18143
C 0.36047 1.58713 1.23591
F 1.21429 2.60930 1.31849
F 1.06978 0.46818 1.30594
S -0.42666 1.70043 -0.51319
F 0.35262 0.40948 -1.00466
F 0.77798 2.58696 -1.04439
F -1.18708 3.00670 -0.04136
F -1.62851 0.78278 -0.03851
F -1.11333 1.82174 -1.92333
C -5.72964 -1.15460 0.55890
C -5.34299 -2.26252 -0.33024
N -5.05441 -3.12283 -1.02267
O -7.13934 -1.02873 0.66165
N -7.80226 -2.34896 0.64048
O -8.80232 -2.27202 0.08386
H -4.87495 -2.35522 2.17974
H -3.83289 0.46498 1.79645
H -3.13094 -0.97040 0.96870
H -3.04999 -1.92019 3.45361
H -3.17942 -0.24952 3.94276
H -5.40066 -0.21796 0.10015
C 5.99287 3.04938 2.63298
C 5.94055 2.83618 4.03787
C 4.62108 2.72400 4.38505
N 3.87630 2.86191 3.24591
C 4.70329 3.05919 2.17379
H 6.87585 3.18033 2.03042
H 6.77627 2.77280 4.71414
H 4.15183 2.55824 5.33943
H 2.87474 2.82692 3.20262
H 4.30644 3.18888 1.18133
C 0.58462 -4.48246 -3.01858
C 0.90946 -3.72243 -4.17650
C 1.18842 -2.44818 -3.75906
N 1.04734 -2.40982 -2.40230
C 0.68203 -3.64414 -1.93962
H 0.31598 -5.52493 -2.98217
H 0.93679 -4.07284 -5.19455
H 1.47838 -1.56306 -4.29748
H 1.19634 -1.59469 -1.83765
H 0.52821 -3.82328 -0.89006
C 2.56867 6.72519 -2.74319
C 1.76572 7.00631 -3.88255
C 0.98885 5.90364 -4.11656
N 1.29172 4.96942 -3.16424
C 2.25222 5.46132 -2.32337
H 3.29472 7.37617 -2.28616
H 1.76067 7.91369 -4.46258
H 0.25086 5.70588 -4.87472
H 0.87597 4.05959 -3.09388
H 2.62708 4.87361 -1.50291
C 3.64980 0.95230 -3.10364
C 4.96740 0.60248 -2.69977
C 5.55309 -0.05187 -3.74983
N 4.64270 -0.11127 -4.76911
C 3.48230 0.49900 -4.38577
H 2.91149 1.47794 -2.51985
H 5.43003 0.80774 -1.74901
H 6.53531 -0.47829 -3.85704
H 4.80167 -0.54189 -5.66106
H 2.63887 0.56122 -5.05230
C -2.79530 -5.95931 0.13327
C -3.46602 -6.74818 1.10729
C -3.16993 -6.22390 2.33646
N -2.34084 -5.15160 2.14423
C -2.11491 -4.97880 0.80278
H -2.80543 -6.10031 -0.93425
H -4.08471 -7.61067 0.92496
H -3.46459 -6.52877 3.32599
H -1.94003 -4.59410 2.87516
H -1.48251 -4.18633 0.44348
*
```

Summary:
Structure (SMILES)   N#C[C@H](CCC(F)(F)C(F)(F)C(F)(F)C(F)(F)S(F)(F)(F)(F)F)[C@@H](C#N)ON=O.c1cc[nH]c1.c1cc[nH]c1.c1cc[nH]c1.c1cc[nH]c1.c1cc[nH]c1
E_tot   -93784.1935 eV
Energy above the lowest of the compared OMol25 structures with the same formula, charge and spin   0.000 eV

Atom charges from the Mulliken analysis, given in e for atoms 1 to 6:
1 N -0.502
2 C -0.021
3 C 0.399
4 C -1.011
5 C -1.375
6 C 0.932


HOMO energy for the records above, in order: -6.20 -6.30 -4.35 -2.23 -8.29 eV